(1)
Density functional theory data (ωB97M-V/def2-TZVPD) for a structure of composition C10H15F2InNO9.

Structure (XYZ):
```
38
Properties=species:S:1:pos:R:3:forces:R:3
C -5.289 3.516 0.592 -0.590 -0.066 0.319
O -5.510 2.221 1.085 0.171 -0.113 0.558
C -4.303 1.503 1.419 0.166 -0.273 -1.134
In -2.658 1.614 -0.161 0.045 1.455 1.476
N -2.738 -0.293 -1.229 -0.023 -0.274 -0.588
C -3.624 -0.302 -2.280 0.509 -0.923 2.479
O -3.674 0.360 -3.219 -0.195 2.338 -3.607
F -4.577 -1.227 -2.112 -0.776 -0.888 0.437
C -1.499 -0.764 -1.579 -2.520 1.865 -0.360
O -0.945 -1.585 -0.998 3.059 -3.507 2.515
F -0.891 -0.245 -2.644 0.097 0.860 -1.299
H -4.426 4.007 1.047 0.215 -0.070 -0.090
H -6.167 4.107 0.864 -0.090 0.074 -0.089
H -5.201 3.496 -0.491 0.266 0.176 -0.183
H -3.923 1.784 2.409 -0.061 0.253 -0.021
H -4.606 0.458 1.485 -0.050 -0.082 0.092
H -1.123 1.764 0.720 -0.343 -0.431 -0.259
H -2.812 3.039 -1.204 -0.056 -0.460 -0.174
C 2.077 0.390 -0.286 -0.164 -0.349 -0.128
C 3.501 0.790 0.007 0.147 -0.088 -0.049
O 3.426 2.218 0.012 -0.277 0.012 0.029
C 2.134 2.565 0.287 -0.132 -0.145 -0.027
O 1.776 3.673 0.523 0.091 0.040 0.023
O 1.327 1.476 0.255 0.560 0.350 0.013
H 1.797 -0.544 0.190 -0.194 0.120 0.047
H 1.869 0.318 -1.356 0.008 0.009 0.014
H 3.835 0.449 0.988 0.011 0.043 0.000
H 4.203 0.440 -0.745 0.076 0.179 0.020
C 3.037 -3.754 0.065 -0.314 -0.189 -0.099
C 3.752 -4.257 1.297 -0.101 -0.210 0.153
O 4.979 -3.521 1.269 -0.117 0.134 -0.160
C 4.766 -2.388 0.550 -0.035 0.025 -0.033
O 5.522 -1.476 0.473 0.129 -0.144 0.053
O 3.561 -2.432 -0.071 0.220 -0.072 0.128
H 1.955 -3.730 0.178 0.018 0.222 -0.042
H 3.288 -4.326 -0.829 0.049 0.022 0.017
H 3.218 -4.016 2.219 0.002 0.049 -0.030
H 3.943 -5.327 1.268 0.200 0.059 0.002
```
Forces are in eV/Å.

Output
Largest force on an atom (eV Å⁻¹): 5.3
Gap between HOMO and LUMO (eV): 6.66
E_HOMO (eV): -4.6
Lowest unoccupied orbital energy (Eh): 0.0766
Total charge: -1


(2)
Density functional theory data (ωB97M-V/def2-TZVPD) for a cluster of 2 separate species, CH4N2O2S in total.

Structure (XYZ):
```
10
Properties=species:S:1:pos:R:3:forces:R:3
C -0.171 1.489 0.026 0.858 0.350 0.850
N 0.723 2.318 -0.086 0.153 -1.119 -1.005
N -1.256 -2.154 0.224 1.556 -1.698 -4.112
O 1.689 -0.475 0.593 -0.558 -0.118 -0.923
O 0.736 -0.288 -1.778 0.240 -0.415 0.490
S 0.577 -0.341 -0.340 -0.451 0.343 0.831
H -1.188 1.525 0.432 -0.074 -0.108 -0.496
H 0.792 3.315 -0.183 -0.696 0.263 0.582
H -0.697 -3.077 -0.057 -1.176 2.382 0.055
H -1.206 -2.313 1.168 0.148 0.121 3.729
```
Forces are in eV/Å.

Output
Largest force on an atom (eV Å⁻¹): 4.7
ΔE to the lowest compared entry with this formula, charge and spin (kcal per mole): 112.5
Gap between HOMO and LUMO (spin up / spin down) (eV): 7.94 / 8.48
E_HOMO (spin up / spin down) (eV): -8.8 / -10.1
Lowest unoccupied orbital energy (spin up / spin down) (Eh): -0.0329 / -0.0592
Total charge: 0


(3)
Density functional theory data (ωB97M-V/def2-TZVPD) for a structure of composition C20H29AlF10NO6.

Structure (XYZ):
```
67
Properties=species:S:1:pos:R:3:forces:R:3
C 4.904 2.342 0.834 -0.006 0.096 -0.231
C 4.443 1.864 -0.557 -0.084 0.090 0.174
C 2.915 1.711 -0.694 0.209 0.061 -0.293
C 2.362 0.276 -0.674 0.169 0.134 -0.024
C 1.763 -0.169 0.683 -0.103 -0.195 0.170
C 2.810 -0.836 1.593 -0.010 0.129 -0.070
C 3.763 -1.889 1.005 0.020 0.148 0.013
C 5.143 -1.354 0.658 0.038 -0.232 -0.112
F 6.126 -2.340 0.894 -0.117 0.085 0.008
O 1.257 0.927 1.409 -0.014 -0.038 -0.086
Al -0.409 1.322 0.897 0.674 -0.125 -0.482
F -1.459 1.391 2.192 -0.522 0.142 0.372
C -0.529 2.931 -0.266 -0.462 -0.083 0.180
C -1.954 3.366 -0.523 0.423 0.438 -0.068
O -2.762 2.208 -0.779 -0.108 -0.159 -0.112
C -4.006 2.483 -1.341 0.259 0.169 0.137
C -5.134 1.963 -0.470 -0.279 -0.051 0.093
F -4.965 2.371 0.818 -0.077 -0.049 -0.060
F -6.292 2.536 -0.918 0.124 0.019 -0.035
C -5.410 0.425 -0.467 0.241 0.191 0.098
F -5.103 -0.048 -1.695 0.045 -0.042 -0.254
F -6.724 0.225 -0.278 -0.280 -0.054 0.067
C -4.646 -0.466 0.547 -0.520 0.032 0.139
F -4.996 -1.737 0.231 -0.006 -0.149 0.003
F -3.343 -0.321 0.354 0.385 0.181 0.087
C -4.938 -0.255 2.044 0.259 0.070 0.066
F -4.301 -1.237 2.718 -0.051 -0.056 -0.026
F -6.266 -0.378 2.282 -0.051 0.033 0.019
O -0.444 -0.139 -0.155 -0.040 -0.283 0.294
C 0.452 -1.025 0.391 -0.057 0.479 -0.275
O -0.131 -1.550 1.547 -0.048 0.228 0.183
N 0.601 -2.105 -0.642 -0.158 -0.267 0.586
C -0.403 -1.952 -1.692 0.188 -0.058 -0.261
C -1.824 -2.278 -1.341 -0.106 0.098 -0.337
O -0.070 -1.630 -2.797 0.092 0.005 -0.135
C 0.875 -3.389 -0.234 0.288 0.293 0.117
C 0.658 -4.460 -1.270 -0.010 -0.271 -0.111
O 1.325 -3.662 0.871 0.022 0.027 -0.284
H 5.773 1.785 1.185 0.012 0.009 0.107
H 5.192 3.395 0.802 -0.021 0.026 0.058
H 4.098 2.256 1.562 0.040 -0.141 0.081
H 4.942 0.925 -0.799 -0.063 0.002 -0.087
H 4.783 2.583 -1.305 0.096 -0.013 -0.007
H 2.614 2.171 -1.638 -0.018 -0.036 -0.024
H 2.440 2.295 0.090 -0.159 0.007 0.035
H 3.158 -0.408 -0.982 -0.072 -0.092 -0.016
H 1.599 0.191 -1.446 -0.102 0.006 0.084
H 3.401 -0.004 1.985 -0.038 0.011 0.058
H 2.281 -1.238 2.457 0.043 -0.036 0.066
H 3.916 -2.686 1.732 -0.041 -0.059 -0.009
H 3.330 -2.338 0.116 -0.054 -0.202 0.001
H 5.411 -0.486 1.261 0.030 -0.036 0.025
H 5.229 -1.109 -0.402 0.041 0.095 0.077
H -0.056 2.697 -1.223 0.183 0.025 0.022
H 0.004 3.762 0.203 0.097 0.053 -0.086
H -2.030 4.033 -1.394 -0.086 -0.058 -0.076
H -2.340 3.931 0.334 -0.193 -0.202 0.075
H -4.097 2.056 -2.342 -0.031 -0.089 -0.002
H -4.180 3.560 -1.424 -0.068 0.011 0.045
H -4.574 0.705 2.399 0.010 0.061 -0.015
H 0.541 -2.028 2.045 0.025 -0.207 -0.101
H -2.293 -2.719 -2.221 -0.034 -0.092 0.052
H -2.310 -1.326 -1.135 0.101 -0.222 -0.017
H -1.918 -2.922 -0.471 -0.007 0.053 0.096
H 1.158 -5.364 -0.932 0.000 -0.002 0.020
H -0.405 -4.679 -1.389 -0.014 0.053 0.017
H 1.048 -4.160 -2.241 -0.004 0.044 -0.022
```
Forces are in eV/Å.

Output
Largest force on an atom (eV Å⁻¹): 0.8
ΔE to the lowest compared entry with this formula, charge and spin (kcal per mole): 2.4
Gap between HOMO and LUMO (eV): 8.93
E_HOMO (eV): -6.1
Lowest unoccupied orbital energy (Eh): 0.1039
Total charge: -1


(4)
Density functional theory data (ωB97M-V/def2-TZVPD) for the molecule C27H30F6N2O3.

Structure (XYZ):
```
68
Properties=species:S:1:pos:R:3:forces:R:3
C -3.756 0.363 -3.906 0.299 0.007 0.029
C -2.458 0.820 -3.243 -0.251 0.058 0.090
C -2.226 2.303 -3.527 0.102 -0.295 0.006
C -2.517 0.558 -1.733 0.267 0.002 -0.238
C -1.131 0.449 -1.086 -0.245 -0.241 -0.303
C -0.393 -0.843 -1.509 -0.181 -0.121 0.240
O 0.334 -0.705 -2.710 0.074 0.113 -0.333
C 1.703 -0.390 -2.561 0.179 -0.132 -0.099
C 1.957 1.071 -2.284 -0.012 -0.013 0.078
C 1.405 2.036 -3.121 0.070 -0.016 0.080
C 1.576 3.380 -2.853 0.076 0.019 0.069
C 2.321 3.765 -1.744 0.077 0.036 0.049
C 2.448 5.219 -1.401 -0.137 0.276 0.195
F 3.583 5.513 -0.750 0.199 -0.168 0.056
F 1.442 5.622 -0.589 -0.110 -0.095 0.039
F 2.400 6.024 -2.472 -0.025 -0.079 -0.253
C 2.900 2.811 -0.917 -0.047 0.226 -0.137
C 2.717 1.467 -1.191 -0.008 -0.061 -0.159
N -1.260 0.543 0.368 0.068 0.141 -0.128
C -0.706 1.688 1.052 0.149 0.005 0.331
C 0.624 1.314 1.730 0.170 0.148 -0.240
N 0.523 0.017 2.361 0.068 0.305 0.116
C 1.262 -1.011 1.886 0.052 -0.078 0.188
O 2.088 -0.873 1.000 0.250 -0.114 -0.220
C 1.064 -2.343 2.546 0.123 -0.314 -0.075
C 0.070 -3.217 2.117 0.059 0.122 0.037
C -0.040 -4.471 2.692 0.143 -0.084 0.161
C 0.849 -4.853 3.687 0.007 -0.074 -0.024
C 0.709 -6.195 4.346 -0.108 -0.220 0.261
F 0.115 -7.107 3.565 -0.092 0.046 -0.258
F -0.036 -6.123 5.470 -0.068 0.158 0.047
F 1.888 -6.718 4.719 0.235 0.114 -0.038
C 1.851 -3.989 4.113 -0.127 -0.089 -0.063
C 1.959 -2.739 3.534 -0.095 0.074 -0.033
C -0.573 -0.147 3.288 -0.127 -0.070 0.214
C -1.935 -0.301 2.572 -0.100 -0.104 -0.062
C -1.811 -0.479 1.058 -0.159 0.292 0.595
O -2.218 -1.494 0.523 -0.144 -0.433 -0.281
H -3.728 0.565 -4.974 -0.070 0.016 -0.143
H -3.905 -0.704 -3.763 -0.074 -0.128 0.003
H -4.607 0.890 -3.479 -0.143 0.061 0.047
H -1.630 0.240 -3.659 -0.031 0.034 -0.034
H -1.340 2.671 -3.016 0.111 0.122 0.049
H -3.081 2.889 -3.193 -0.105 0.084 0.048
H -2.098 2.470 -4.594 0.035 0.096 -0.132
H -3.070 1.367 -1.247 -0.073 0.034 0.008
H -3.052 -0.372 -1.538 -0.020 -0.001 0.068
H -0.514 1.294 -1.401 -0.037 -0.061 0.089
H 0.280 -1.155 -0.702 -0.032 -0.012 -0.044
H -1.120 -1.640 -1.679 0.089 0.100 0.057
H 2.152 -1.000 -1.766 -0.019 0.037 -0.085
H 2.161 -0.662 -3.519 0.014 -0.005 0.144
H 0.826 1.719 -3.975 -0.107 -0.021 -0.112
H 1.141 4.130 -3.496 -0.036 0.059 -0.061
H 3.485 3.123 -0.065 0.062 0.023 0.075
H 3.154 0.718 -0.549 -0.005 -0.087 0.088
H -1.417 2.058 1.795 0.043 0.059 -0.074
H -0.533 2.490 0.333 -0.062 -0.027 0.059
H 1.419 1.246 0.986 -0.149 0.077 0.159
H 0.890 2.070 2.476 0.015 -0.004 -0.037
H -0.623 -2.923 1.344 -0.080 0.055 -0.088
H -0.811 -5.151 2.364 -0.054 -0.063 -0.037
H 2.541 -4.299 4.882 0.065 -0.025 0.052
H 2.741 -2.064 3.849 0.096 0.071 0.024
H -0.377 -1.028 3.901 -0.072 0.186 -0.019
H -0.585 0.727 3.946 0.020 -0.107 0.003
H -2.580 0.557 2.768 -0.015 0.003 0.038
H -2.448 -1.190 2.939 0.004 0.081 -0.087
```
Forces are in eV/Å.

Output
Largest force on an atom (eV Å⁻¹): 0.7
ΔE to the lowest compared entry with this formula, charge and spin (kcal per mole): 3.1
Gap between HOMO and LUMO (eV): 9.85
E_HOMO (eV): -9.3
Lowest unoccupied orbital energy (Eh): 0.0183
Total charge: 0